Here is 6 unconnected molecules or ions with the total composition C55H69F5NO4S3 in a non-equilibrium geometry from OMol25. Energies are from the ωB97M-V functional and the def2-TZVPD basis.

As for the spin multiplicity: 1. For the lowest unoccupied orbital energy, the calculation gives 0.02958 hartree. For the max |F|, the calculation gives 9.4 eV/Å. The molecular weight is 999.4 g/mol. As for the charge: -1.

Last column: Mulliken charge in e.
Cartesian coordinates (Å):
C: 1.081 6.840 0.330  -0.58
C: 1.628 7.255 1.818  -0.31
C: 2.448 5.974 2.431  -1.12
C: 1.612 4.565 2.428  0.40
C: 0.307 4.523 3.419  -0.41
C: 0.204 3.088 4.257  -0.21
C: -1.277 2.388 4.189  -0.84
C: -1.722 1.925 2.645  0.23
N: -0.726 0.913 2.167  0.52
C: -1.277 -0.468 1.966  -1.07
C: -1.799 -0.830 0.460  -0.15
C: -0.576 -1.640 -0.293  -0.01
C: -0.295 -1.172 -1.839  -0.46
C: 1.313 -0.859 -2.132  -0.53
C: 1.545 0.221 -3.367  0.06
C: 2.651 1.398 -3.001  -0.13
C: 4.198 1.003 -3.450  -0.87
C: 0.204 1.388 1.095  -0.52
S: 1.897 1.223 1.443  -0.15
S: -0.203 2.089 -0.586  0.23
C: -1.048 3.753 -0.511  -0.07
C: -2.681 3.447 -0.698  -0.12
C: -3.428 4.491 -1.716  -0.73
C: -3.238 4.144 -3.307  -0.10
S: -1.826 3.055 -3.880  -0.16
C: -4.512 3.514 -4.159  -0.41
O: -4.042 3.788 -5.557  -0.32
C: -2.972 4.807 -5.687  0.37
O: -2.192 5.079 -6.762  -0.63
C: -3.024 5.511 -4.203  0.11
C: -4.376 6.467 -4.336  0.29
O: -4.809 6.843 -5.548  -0.66
O: -5.143 6.879 -3.148  -0.71
H: 1.198 7.717 -0.442  0.40
H: -0.062 6.526 0.369  0.02
H: 1.718 5.931 -0.104  0.10
H: 2.410 8.143 1.679  0.28
H: 0.798 7.536 2.595  0.26
H: 3.399 5.812 1.739  0.30
H: 2.851 6.128 3.531  0.34
H: 1.296 4.211 1.338  -0.39
H: 2.366 3.734 2.838  0.27
H: -0.680 4.633 2.800  0.09
H: 0.409 5.456 4.154  0.44
H: 1.099 2.350 3.981  0.24
H: 0.409 3.389 5.394  0.02
H: -2.054 3.220 4.548  0.30
H: -1.360 1.511 4.965  0.24
H: -2.832 1.528 2.764  0.44
H: -1.790 2.919 2.035  -0.50
H: -2.228 -0.565 2.683  0.40
H: -0.556 -1.350 2.305  0.31
H: -2.692 -1.617 0.555  0.39
H: -2.229 0.073 -0.153  -0.05
H: 0.408 -1.403 0.337  0.22
H: -0.787 -2.813 -0.234  0.14
H: -0.620 -2.057 -2.547  0.33
H: -0.922 -0.216 -2.174  0.09
H: 1.901 -0.510 -1.178  0.19
H: 1.812 -1.873 -2.508  0.27
H: 1.980 -0.357 -4.312  0.13
H: 0.536 0.717 -3.719  -0.02
H: 2.681 1.545 -1.838  0.07
H: 2.351 2.434 -3.508  0.17
H: 4.269 0.591 -4.556  0.17
H: 4.679 0.207 -2.718  0.19
H: 4.913 1.958 -3.398  0.35
H: -0.702 4.494 -1.350  0.26
H: -0.863 4.311 0.528  -0.43
H: -3.229 3.301 0.343  0.28
H: -2.738 2.376 -1.223  0.12
H: -3.135 5.609 -1.427  0.23
H: -4.595 4.403 -1.485  0.30
H: -0.655 3.616 -3.344  0.07
H: -4.366 2.351 -3.937  0.33
H: -5.571 3.948 -3.858  0.34
H: -2.098 6.115 -3.815  0.50
F: 4.941 -1.776 -4.102  -0.22
C: 5.431 -2.277 -5.244  0.26
C: 4.557 -2.764 -6.209  -0.15
C: 5.067 -3.280 -7.400  -0.36
C: 6.448 -3.314 -7.608  -0.54
C: 7.318 -2.827 -6.632  -0.43
C: 6.807 -2.300 -5.446  -0.43
H: 3.487 -2.737 -6.026  0.34
H: 4.391 -3.657 -8.164  0.37
H: 6.845 -3.721 -8.536  0.36
H: 8.392 -2.858 -6.795  0.35
H: 7.468 -1.910 -4.680  0.42
F: -0.555 -4.517 0.273  -0.44
C: -0.464 -5.056 1.496  0.35
C: -1.575 -5.050 2.331  -0.31
C: -1.482 -5.616 3.603  -0.42
C: -0.273 -6.172 4.030  -0.54
C: 0.838 -6.168 3.186  -0.37
C: 0.741 -5.613 1.910  -0.48
H: -2.503 -4.607 1.986  0.47
H: -2.348 -5.623 4.260  0.44
H: -0.200 -6.608 5.023  0.40
H: 1.779 -6.597 3.522  0.36
H: 1.593 -5.609 1.238  0.43
F: -1.020 3.541 7.715  -0.32
C: 0.047 3.361 8.505  0.33
C: 0.497 2.070 8.762  -0.28
C: 1.610 1.882 9.581  -0.38
C: 2.255 2.987 10.144  -0.43
C: 1.792 4.278 9.884  -0.35
C: 0.686 4.466 9.056  -0.43
H: -0.021 1.224 8.324  0.40
H: 1.975 0.878 9.782  0.35
H: 3.120 2.839 10.786  0.35
H: 2.293 5.136 10.326  0.35
H: 0.318 5.463 8.836  0.41
F: -4.166 -6.972 4.889  -0.29
C: -4.069 -8.274 5.190  0.25
C: -3.356 -9.119 4.348  -0.25
C: -3.250 -10.474 4.664  -0.41
C: -3.869 -10.970 5.814  -0.43
C: -4.587 -10.114 6.650  -0.36
C: -4.683 -8.758 6.340  -0.41
H: -2.888 -8.718 3.455  0.47
H: -2.687 -11.142 4.017  0.35
H: -3.790 -12.027 6.058  0.35
H: -5.072 -10.503 7.543  0.35
H: -5.230 -8.077 6.984  0.40
F: 1.723 -5.556 -8.296  -0.34
C: 0.982 -4.451 -8.140  0.31
C: 0.276 -3.943 -9.225  -0.52
C: -0.500 -2.795 -9.062  -0.34
C: -0.553 -2.162 -7.818  -0.61
C: 0.163 -2.678 -6.736  -0.24
C: 0.930 -3.831 -6.897  -0.44
H: 0.336 -4.443 -10.186  0.41
H: -1.061 -2.394 -9.902  0.36
H: -1.154 -1.264 -7.693  0.44
H: 0.124 -2.181 -5.770  0.48
H: 1.486 -4.251 -6.064  0.51